Record 1
{
  "formula": "C6H14BF4O3Pd",
  "method": "ωB97M-V/def2-TZVPD",
  "symbols": ["Pd", "C", "O", "C", "C", "O", "C", "C", "O", "C", "H", "H", "H", "H", "H", "H", "H", "H", "H", "H", "H", "H", "H", "H", "F", "B", "F", "F", "F"],
  "positions_angstrom": [[-0.71275, -0.35282, -0.85880], [-1.35916, -1.03459, 2.08405], [-0.32953, -0.27592, 1.41515], [-0.14684, 1.06261, 1.90005], [-0.51679, 2.07202, 0.82527], [0.01888, 1.73484, -0.46024], [1.43488, 1.85038, -0.66642], [2.14836, 0.53568, -0.41300], [1.49608, -0.44675, -1.22093], [2.00484, -1.78170, -1.05397], [-1.09009, -1.17251, 3.13096], [-2.32957, -0.54255, 2.01030], [-1.40206, -2.00499, 1.59570], [-0.77252, 1.24214, 2.77452], [0.89774, 1.16141, 2.19798], [-1.59703, 2.08407, 0.67699], [-0.18502, 3.06986, 1.11731], [1.54789, 2.11862, -1.71571], [1.84958, 2.64244, -0.04220], [3.19378, 0.62207, -0.71683], [2.10859, 0.23042, 0.63604], [3.05450, -1.81149, -1.34570], [1.89985, -2.11346, -0.01888], [1.42770, -2.42174, -1.71641], [-2.94167, -0.65759, -0.84479], [-2.61516, -1.33516, -2.09442], [-1.86972, -0.33476, -2.80682], [-3.63631, -1.87998, -2.73051], [-1.57844, -2.26055, -1.65869]],
  "lowdin_spin": [1.585, 0.001, 0.068, 0.004, 0.001, 0.075, 0.004, 0.003, 0.081, 0.003, 0.002, 0.000, 0.000, 0.001, 0.000, 0.000, 0.002, 0.000, 0.002, 0.002, 0.000, 0.003, 0.000, 0.000, 0.055, -0.002, 0.053, 0.002, 0.055],
  "lumo_energy_ev": [-2.73, -6.21],
  "orbital_gap_ev": [12.17, 8.91],
  "charge": 1,
  "total_energy_ev": -27614.0361,
  "multiplicity": 3,
  "fmax_ev_per_a": 1.1
}

---

Record 2
{
  "formula": "C4H4N2",
  "method": "ωB97M-V/def2-TZVPD",
  "symbols": ["N", "C", "C", "C", "C", "N", "H", "H", "H", "H"],
  "positions_angstrom": [[-1.15753, -0.75059, -0.38532], [-0.28159, -0.61276, 0.56466], [1.07642, -0.29648, 0.32766], [2.26611, -0.16057, 0.19489], [-0.71883, 1.91066, 0.08683], [-0.79317, 1.89880, -1.08898], [-1.03170, -0.10321, -1.18363], [-2.11377, -0.96247, -0.12972], [-0.55769, -0.93010, 1.56819], [3.31175, 0.00671, 0.04541]],
  "lowdin_charge": [0.163, -0.152, -0.116, 0.196, -0.346, -0.173, 0.087, 0.140, 0.143, 0.057],
  "lumo_energy_ev": -1.70,
  "orbital_gap_ev": 7.22,
  "total_energy_ev": -7187.9246,
  "fmax_ev_per_a": 1.2
}